Entry from the OMol25 dataset: a 3-piece molecular cluster, C4H13N2O overall in a non-equilibrium geometry (wB97M-V/def2-TZVPD).

As for the HOMO energy: -12.91 eV. The gap between HOMO and LUMO comes out at 5.17 eV. The total energy comes out at -9369.5362 eV. Its net charge is +1.

Positions of all 20 atoms, in Å:
C: 1.056 0.617 0.229
C: -0.138 -0.356 0.287
C: -1.254 -0.214 -0.782
C: -2.506 0.459 -0.439
N: -3.344 -0.518 0.485
N: 2.111 0.331 1.133
H: 0.648 1.657 0.317
H: 1.606 0.465 -0.745
H: 0.364 -1.304 0.120
H: -0.553 -0.324 1.293
H: 1.861 0.415 -1.658
H: -3.235 0.507 -1.290
H: -2.770 -1.280 0.307
H: -3.325 -0.341 1.477
H: 2.142 0.533 2.174
H: 2.944 0.048 0.481
H: -2.388 1.419 0.079
H: -1.152 -0.710 -1.709
H: 4.406 -0.853 -0.954
O: 3.528 -0.549 -0.805